No. 1
A molecular structure, C44H35N2O7P2Ti at a distorted geometry. Source: OMol25; level of theory: the ωB97M-V functional and the def2-TZVPD basis.

## Properties
HOMO energy (alpha / beta) ... -14.397 / -14.393 eV
F_max ... 0.3456 hartree/bohr
Electronic energy ... -105178.2279 eV
Net charge ... +2
LUMO energy (alpha / beta) ... -9.40 / -9.15 eV
Spin multiplicity ... 2

Atoms and positions in Å:
1 Ti 0.7283 -0.0072 0.5285
2 P -0.1043 -2.3549 -0.1592
3 C -0.3539 0.0687 2.0111
4 O -1.2913 0.0873 2.9077
5 P 0.1796 2.3566 -0.2572
6 C -0.0226 -3.3708 1.3737
7 C 1.1535 -3.2176 -1.2015
8 C -1.7059 -2.9162 -0.9288
9 C -1.4271 3.2690 -0.4568
10 C 0.9973 3.2536 1.1351
11 C 1.1764 2.9927 -1.6847
12 C -1.1372 -4.0281 1.9277
13 C -1.0209 -4.6583 3.1687
14 C 0.1849 -4.6100 3.8746
15 C 1.2948 -3.9405 3.3310
16 C 1.1884 -3.3421 2.0740
17 H -2.0753 -4.0740 1.3773
18 H -1.8835 -5.1929 3.5872
19 H 0.2736 -5.0721 4.8519
20 H 2.2476 -3.9038 3.8608
21 H 2.0597 -2.8413 1.6366
22 C -2.9173 -2.3777 -0.4456
23 C -4.1513 -2.7520 -0.9839
24 C -4.1849 -3.6811 -2.0311
25 C -3.0006 -4.1975 -2.5661
26 C -1.7718 -3.7983 -2.0275
27 H -2.8900 -1.6611 0.3766
28 H -5.0771 -2.3317 -0.5768
29 H -5.1434 -3.9829 -2.4454
30 H -3.0325 -4.9154 -3.3957
31 H -0.8561 -4.2059 -2.4544
32 C 1.5986 -4.5230 -0.9324
33 C 2.5938 -5.1113 -1.7199
34 C 3.1539 -4.3917 -2.7822
35 C 2.7214 -3.0864 -3.0560
36 C 1.7219 -2.5088 -2.2712
37 H 1.1736 -5.0905 -0.1062
38 H 2.9334 -6.1296 -1.4990
39 H 3.9347 -4.8389 -3.3899
40 H 3.1559 -2.5212 -3.8875
41 H 1.3871 -1.4892 -2.4765
42 C 2.3935 3.3887 1.1646
43 C 3.0250 3.9548 2.2749
44 C 2.2707 4.3194 3.3967
45 C 0.8986 4.0596 3.4161
46 C 0.2587 3.5443 2.2866
47 H 2.9892 3.0972 0.2962
48 H 4.0950 4.1373 2.2547
49 H 2.7479 4.7626 4.2661
50 H 0.3198 4.3315 4.2901
51 H -0.8182 3.3929 2.2991
52 C -2.6066 2.6647 0.0226
53 C -3.8517 3.2735 -0.1434
54 C -3.9374 4.5275 -0.7472
55 C -2.7818 5.1604 -1.2172
56 C -1.5384 4.5208 -1.0886
57 H -2.5481 1.6992 0.5256
58 H -4.7531 2.7659 0.2134
59 H -4.9072 5.0154 -0.8478
60 H -2.8477 6.1482 -1.6787
61 H -0.6603 5.0202 -1.4877
62 C 1.6815 4.3036 -1.7644
63 C 2.4672 4.7102 -2.8475
64 C 2.8120 3.7870 -3.8412
65 C 2.3428 2.4682 -3.7574
66 C 1.5121 2.0865 -2.7046
67 H 1.4614 5.0365 -0.9853
68 H 2.8174 5.7471 -2.9210
69 H 3.4502 4.0817 -4.6673
70 H 2.6175 1.7383 -4.5253
71 H 1.1208 1.0660 -2.6686
72 H -2.0917 -0.0072 -1.2371
73 H -2.0009 0.1720 -1.9499
74 O 4.6527 -0.7416 0.6851
75 C 3.6240 -0.3113 1.2610
76 O 2.5857 0.0483 0.4751
77 C 3.3468 -0.1918 2.7106
78 C 4.1329 -1.1105 3.3757
79 C 3.9551 -1.2650 4.7506
80 C 3.1407 -0.3823 5.4598
81 C 2.3267 0.5016 4.7612
82 C 2.4011 0.6206 3.3538
83 N 1.3494 1.2962 5.4915
84 O 1.4043 1.3207 6.7532
85 O 0.4953 1.9182 4.8459
86 N 4.4769 -2.4566 5.4097
87 O 4.9251 -3.3695 4.6499
88 O 4.4462 -2.5222 6.6202
89 H 4.7752 -1.7859 2.8269
90 H 3.0978 -0.4467 6.5638
91 H 1.7247 1.3048 2.8399

Cartesian forces, eV/Å:
Ti 5.120 0.011 -5.245
P -0.560 -3.030 -0.708
C -12.231 0.389 12.885
O 8.785 -0.185 -8.289
P 0.051 3.202 -0.721
C -0.417 0.572 0.487
C 0.560 0.569 -0.091
C -0.718 0.830 -0.395
C -0.871 -0.704 0.192
C 0.163 -1.169 0.495
C 0.427 -0.851 -0.321
C 0.363 0.101 -0.173
C 0.037 -0.082 0.042
C 0.250 0.401 -0.325
C -0.297 -0.174 -0.186
C 0.060 0.254 0.407
H 0.199 0.038 0.180
H 0.438 0.274 -0.203
H -0.064 -0.016 -0.131
H -0.266 -0.104 -0.095
H -0.154 -0.210 0.102
C 0.125 -0.143 -0.003
C 0.395 -0.152 0.061
C 0.126 0.142 -0.018
C -0.039 0.223 0.383
C 0.416 -0.036 0.246
H -0.093 -0.109 -0.079
H 0.404 -0.195 -0.198
H 0.168 0.031 0.060
H 0.064 0.399 0.421
H -0.183 0.114 0.097
C -0.026 -0.010 0.042
C -0.156 0.275 -0.100
C -0.257 0.297 0.206
C -0.114 -0.146 -0.031
C 0.142 -0.110 0.150
H 0.096 0.134 -0.174
H -0.182 0.473 -0.101
H -0.115 0.061 0.088
H -0.159 -0.266 0.379
H 0.112 -0.186 -0.074
C 0.319 0.213 -0.082
C -0.357 0.028 -0.089
C -0.189 -0.437 -0.282
C 0.088 0.645 -0.456
C 0.082 0.204 0.185
H -0.151 0.115 0.278
H -0.120 -0.093 -0.005
H -0.039 -0.033 -0.158
H 0.005 -0.096 -0.097
H 0.101 0.054 0.025
C 0.220 0.125 -0.156
C 0.131 -0.053 0.170
C 0.155 0.016 -0.032
C 0.196 -0.532 0.304
C 0.028 0.110 -0.028
H -0.092 0.110 -0.107
H 0.358 0.244 -0.115
H 0.271 -0.144 -0.015
H 0.101 -0.383 0.120
H -0.203 -0.124 0.058
C -0.107 0.206 0.109
C -0.107 -0.281 -0.054
C -0.294 -0.385 0.388
C 0.002 0.213 -0.156
C 0.050 0.139 0.166
H 0.085 -0.283 -0.158
H -0.170 -0.507 0.142
H -0.092 -0.015 0.091
H -0.128 0.317 0.296
H 0.137 0.190 -0.067
H 0.002 0.007 0.054
H 0.091 0.099 -0.154
O -3.602 1.537 2.841
C 3.156 -0.898 -3.310
O -2.630 0.117 0.154
C 0.669 -0.050 -0.231
C -0.183 -0.793 1.722
C -0.642 0.835 -0.851
C -0.092 -0.453 0.922
C 0.625 -0.230 -1.118
C 0.093 -0.706 0.756
N -1.428 1.340 2.984
O 0.245 -0.324 -3.454
O 1.216 -1.398 0.584
N 1.787 -2.461 -0.521
O -1.255 2.336 1.621
O -0.173 0.288 -0.860
H 0.079 0.112 0.049
H -0.160 0.010 -0.808
H 0.325 0.155 0.087

No. 2
A molecular structure, C44H36BrN4O5Ru at a distorted geometry. Source: OMol25; level of theory: the ωB97M-V functional and the def2-TZVPD basis.

## Properties
HOMO energy (alpha / beta) ... -7.966 / -7.907 eV
F_max ... 0.0507 hartree/bohr
Energy above the lowest of the compared OMol25 structures with the same formula, charge and spin ... 29.0 kcal/mol
Electronic energy ... -135030.5198 eV
LUMO energy (alpha / beta) ... -0.87 / -0.33 eV
Spin multiplicity ... 2

Atoms and positions in Å:
1 Ru -0.4683 -0.9714 -0.2698
2 O 0.0251 0.4264 1.2034
3 C -0.5445 1.6330 1.5523
4 C -1.9680 1.7581 0.9405
5 C -1.8957 1.9338 -0.5356
6 C -1.9975 3.1943 -1.1082
7 C -2.0286 3.3066 -2.4846
8 C -1.9723 2.1549 -3.2451
9 C -1.8161 0.9273 -2.6136
10 C -1.7059 -0.3287 -3.4054
11 C -0.2330 -0.8649 -3.4013
12 O -0.0256 -1.5337 -2.2196
13 C 0.7757 0.2807 -3.6118
14 C 0.7380 1.0611 -4.7636
15 C 1.6736 2.0622 -4.9644
16 C 2.6895 2.2655 -4.0397
17 C 2.7555 1.4651 -2.9119
18 C 1.7943 0.4862 -2.6939
19 C -0.0191 -1.8685 -4.5540
20 C 1.2805 -2.1904 -4.9409
21 C 1.5130 -3.0626 -5.9919
22 C 0.4474 -3.6422 -6.6661
23 C -0.8458 -3.3697 -6.2535
24 C -1.0776 -2.4950 -5.1993
25 N -1.7560 0.8300 -1.2791
26 C 0.2846 2.8445 1.0985
27 C 1.3877 2.6711 0.2759
28 C 2.1519 3.7612 -0.1198
29 C 1.8103 5.0394 0.2933
30 C 0.7028 5.2204 1.1100
31 C -0.0503 4.1305 1.5147
32 C -0.6461 1.6278 3.0894
33 C 0.4932 1.9212 3.8364
34 C 0.4674 1.8691 5.2215
35 C -0.6992 1.5130 5.8834
36 C -1.8314 1.2015 5.1487
37 C -1.8033 1.2509 3.7615
38 H -2.4903 2.5995 1.3950
39 H -2.4921 0.8267 1.1565
40 H -2.0785 4.0648 -0.4739
41 H -2.1182 4.2762 -2.9577
42 H -2.0551 2.1977 -4.3208
43 H -2.0725 -0.1699 -4.4178
44 H -2.2907 -1.1050 -2.9103
45 H -0.0145 0.8725 -5.5208
46 H 1.6178 2.6780 -5.8538
47 H 3.4322 3.0350 -4.2091
48 H 3.5674 1.5912 -2.2057
49 H 1.8373 -0.1528 -1.8202
50 H 2.1187 -1.7471 -4.4197
51 H 2.5308 -3.2826 -6.2893
52 H 0.6242 -4.3029 -7.5053
53 H -1.6852 -3.8377 -6.7529
54 H -2.0985 -2.3137 -4.8885
55 H 1.6382 1.6681 -0.0422
56 H 3.0200 3.6192 -0.7508
57 H 2.4092 5.8900 -0.0069
58 H 0.4302 6.2167 1.4370
59 H -0.8964 4.2788 2.1775
60 H 1.4043 2.2038 3.3242
61 H 1.3581 2.1185 5.7856
62 H -0.7286 1.4784 6.9654
63 H -2.7448 0.9139 5.6547
64 H -2.7043 0.9971 3.2175
65 O 3.8297 -4.8686 2.2418
66 C 3.0843 -4.0067 1.5301
67 C 3.4066 -2.6589 1.3855
68 C 2.5803 -1.8633 0.6240
69 N 1.4883 -2.3200 0.0096
70 C 1.1851 -3.6060 0.1714
71 Br -0.3768 -4.2160 -0.6862
72 C 1.9382 -4.4914 0.9100
73 H 4.5942 -4.4222 2.6172
74 H 4.2858 -2.2413 1.8596
75 H 2.7919 -0.8091 0.4931
76 H 1.6488 -5.5249 1.0244
77 O -2.5715 -1.6432 0.3681
78 N -2.7368 -1.7401 1.6254
79 N -1.6786 -1.9793 2.2874
80 O -0.4973 -2.1295 1.7488
81 C -1.7689 -2.0203 3.7120
82 C -0.6581 -1.6287 4.4443
83 C -0.7099 -1.6677 5.8268
84 C -1.8611 -2.0965 6.4719
85 C -2.9706 -2.4715 5.7262
86 C -2.9333 -2.4380 4.3420
87 H 0.2156 -1.2754 3.9137
88 H 0.1479 -1.3420 6.4005
89 H -1.8952 -2.1409 7.5529
90 H -3.8751 -2.7923 6.2269
91 H -3.7884 -2.7292 3.7491

Cartesian forces, eV/Å:
Ru 0.787 0.382 -0.768
O 0.598 -1.622 -1.580
C -0.786 0.384 0.043
C 0.494 -0.123 0.126
C -0.226 0.102 0.009
C -0.176 -0.045 -0.090
C 0.005 -0.005 0.019
C -0.095 -0.025 0.080
C -0.164 0.103 -0.074
C 0.556 -0.099 0.062
C -0.645 0.316 -0.691
O 0.166 0.961 2.416
C -0.049 -0.286 0.169
C -0.004 0.063 0.046
C -0.068 -0.003 -0.080
C 0.058 0.035 0.018
C 0.025 0.021 -0.003
C -0.067 0.015 0.005
C -0.043 -0.068 0.220
C -0.049 -0.051 -0.025
C 0.041 0.011 0.047
C -0.013 -0.023 -0.023
C -0.059 -0.049 -0.018
C 0.009 -0.005 -0.014
N 0.720 -0.595 0.390
C 0.133 -0.257 0.069
C -0.071 -0.018 0.033
C 0.016 0.096 -0.024
C 0.062 -0.029 -0.020
C -0.087 0.067 0.030
C -0.004 -0.002 0.012
C 0.181 -0.105 -0.094
C -0.060 -0.047 0.027
C 0.036 -0.008 0.014
C -0.085 0.113 -0.002
C -0.069 0.204 0.007
C -0.050 0.197 0.050
H -0.059 -0.016 -0.033
H -0.118 0.102 -0.014
H 0.011 -0.007 0.037
H -0.001 -0.004 0.004
H 0.070 -0.048 -0.048
H -0.013 0.088 0.015
H -0.122 -0.040 -0.160
H -0.051 0.004 0.014
H 0.028 -0.023 -0.001
H -0.005 -0.003 0.006
H -0.024 0.026 0.034
H 0.044 -0.003 -0.025
H 0.006 0.060 -0.011
H -0.010 -0.009 -0.001
H 0.005 -0.024 0.027
H 0.009 0.008 -0.004
H 0.025 0.025 -0.027
H 0.013 -0.007 -0.013
H -0.019 -0.045 -0.036
H -0.012 -0.007 -0.020
H 0.003 -0.018 0.022
H 0.004 -0.005 0.003
H 0.008 0.013 -0.006
H 0.003 -0.018 -0.003
H 0.019 -0.005 -0.003
H 0.014 -0.036 -0.009
H 0.029 -0.021 0.009
O -0.051 -0.154 0.036
C -0.205 0.208 -0.176
C 0.155 -0.031 -0.033
C 0.016 0.083 0.001
N -0.984 0.316 0.457
C 0.042 0.026 -0.184
Br 0.090 -0.316 0.098
C 0.125 -0.111 0.042
H 0.065 0.070 0.040
H -0.010 0.025 -0.018
H -0.060 0.021 0.095
H -0.002 0.006 -0.049
O 0.388 0.266 -0.088
N -0.291 -0.167 -0.039
N 0.164 -0.024 0.146
O -0.470 0.550 -0.631
C 0.068 -0.012 0.413
C 0.081 -0.160 -0.173
C -0.012 -0.176 0.018
C 0.044 -0.016 0.002
C -0.042 0.052 0.062
C 0.013 0.028 -0.153
H 0.007 -0.020 0.009
H 0.001 -0.032 -0.011
H -0.011 0.027 0.001
H 0.009 -0.035 -0.015
H -0.002 -0.015 0.005

No. 3
A molecular structure, C44H36GaN13OS. Source: OMol25; level of theory: the ωB97M-V functional and the def2-TZVPD basis.

## Properties
HOMO energy ... -12.576 eV
F_max ... 0.0099 hartree/bohr
Energy above the lowest of the compared OMol25 structures with the same formula, charge and spin ... 29.8 kcal/mol
Electronic energy ... -130831.7828 eV
Net charge ... +2
LUMO energy ... -6.26 eV

Atoms and positions in Å:
1 Ga -0.5004 2.1102 1.5222
2 C -0.6115 -3.1999 2.7124
3 N -1.0219 -1.8004 2.4864
4 C -0.3977 -0.8371 1.8357
5 N -1.1267 0.2837 1.9307
6 C -2.1934 -0.0856 2.7082
7 N -2.1583 -1.3359 3.0528
8 C -1.1224 -4.1132 1.6250
9 C -2.0699 -5.0976 1.8553
10 C -2.4943 -5.9071 0.8095
11 C -1.9784 -5.7499 -0.4649
12 C -1.0125 -4.7770 -0.6978
13 C -0.5920 -3.9624 0.3488
14 C -0.3699 -4.5297 -1.9944
15 N 0.8860 -4.3298 -2.1761
16 N 1.0271 -3.9078 -3.4937
17 C -0.1566 -3.8823 -3.9971
18 O -1.1039 -4.2889 -3.1080
19 C -0.5632 -3.3085 -5.2793
20 C -1.7369 -3.6641 -5.9363
21 C -2.1024 -2.9773 -7.0826
22 C -1.3326 -1.9138 -7.5426
23 C -0.1678 -1.5520 -6.8789
24 C 0.6500 -0.3454 -7.2875
25 N 1.0638 0.4098 -6.1079
26 C 0.2953 0.9164 -5.1360
27 N 1.0403 1.3558 -4.1387
28 C 2.2983 1.0690 -4.5698
29 N 2.3596 0.4953 -5.7490
30 C 0.2259 -2.2749 -5.7641
31 H -0.9947 -3.4509 3.6979
32 H 0.4779 -3.2104 2.7456
33 H 0.5219 -0.9607 1.2819
34 H -2.9969 0.5797 2.9798
35 H -2.4904 -5.2308 2.8445
36 H -3.2333 -6.6745 0.9949
37 H -2.3072 -6.3951 -1.2688
38 H 0.1850 -3.2321 0.1471
39 H -2.3549 -4.4678 -5.5587
40 H -3.0043 -3.2549 -7.6107
41 H -1.6540 -1.3560 -8.4139
42 H 0.0883 0.3047 -7.9576
43 H 1.5724 -0.6336 -7.7891
44 H -0.7816 0.9299 -5.1929
45 H 3.1898 1.2764 -3.9993
46 H 1.1316 -2.0139 -5.2306
47 C 2.4771 1.8384 0.6427
48 N 1.1140 2.3233 0.4258
49 C 0.8186 2.9537 -0.6786
50 C -0.5373 3.1875 -0.9740
51 C -1.2137 3.6855 -2.0825
52 C -2.5681 3.4211 -1.8668
53 C -2.6645 2.7652 -0.6431
54 N -1.4434 2.6343 -0.0846
55 C 2.7760 0.5948 -0.1709
56 C 1.7670 -0.1568 -0.7651
57 C 2.0708 -1.3179 -1.4657
58 C 3.3855 -1.7401 -1.5769
59 C 4.3996 -0.9798 -1.0085
60 C 4.0977 0.1829 -0.3146
61 H 2.5800 1.6274 1.7081
62 H 3.2057 2.6215 0.4192
63 H 1.6054 3.2391 -1.3724
64 H -0.7644 4.1390 -2.9512
65 H -3.3886 3.6534 -2.5248
66 H -3.5525 2.4076 -0.1428
67 H 0.7401 0.1918 -0.7716
68 H 1.2849 -1.8812 -1.9473
69 H 3.6159 -2.6438 -2.1255
70 H 5.4312 -1.2881 -1.1142
71 H 4.8975 0.7718 0.1204
72 N 0.5597 3.0402 5.5259
73 C 0.6725 1.8308 6.2729
74 C 0.3603 1.8119 7.6197
75 C 0.4384 0.6136 8.3162
76 C 0.7895 -0.5574 7.6625
77 C 1.0688 -0.5374 6.3026
78 C 1.0303 0.6650 5.6158
79 S 1.5272 0.7831 3.9284
80 N 0.4923 2.0572 3.4065
81 C 0.2513 3.0337 4.2191
82 C -0.4653 4.1944 3.6243
83 C -0.5573 5.4296 4.2256
84 C -1.2363 6.4468 3.5599
85 C -1.7932 6.1814 2.3252
86 C -1.6411 4.9167 1.7766
87 N -0.9884 3.9410 2.4125
88 H 0.2872 3.8494 6.0604
89 H 0.0648 2.7218 8.1283
90 H 0.2147 0.5974 9.3736
91 H 0.8489 -1.4877 8.2096
92 H 1.3473 -1.4469 5.7857
93 H -0.0911 5.6298 5.1800
94 H -1.3194 7.4289 4.0052
95 H -2.3320 6.9369 1.7723
96 H -2.0473 4.6797 0.8036

Cartesian forces, eV/Å:
Ga 0.463 0.194 0.091
C -0.092 0.010 -0.153
N 0.089 0.083 0.302
C -0.160 -0.076 -0.169
N 0.035 -0.205 0.109
C -0.108 0.147 -0.164
N -0.008 -0.103 -0.014
C 0.227 0.080 -0.152
C -0.095 0.090 0.056
C -0.088 -0.085 0.051
C 0.033 0.019 -0.123
C 0.011 0.145 0.125
C 0.008 -0.192 0.028
C 0.005 -0.005 0.066
N 0.011 0.023 -0.122
N 0.036 -0.030 0.104
C -0.052 -0.038 -0.023
O -0.011 -0.046 0.008
C -0.022 0.038 0.040
C 0.008 -0.032 -0.030
C 0.032 0.008 -0.009
C -0.007 -0.014 0.011
C 0.019 0.046 -0.010
C 0.021 0.009 0.014
N -0.065 -0.047 -0.045
C 0.027 0.052 0.041
N -0.042 0.053 0.034
C 0.042 0.027 0.053
N 0.018 -0.111 -0.018
C 0.037 0.005 0.003
H -0.034 -0.099 -0.036
H 0.005 0.041 -0.005
H 0.023 0.045 0.054
H 0.021 0.002 0.047
H 0.014 -0.009 0.006
H 0.002 0.003 0.004
H -0.006 0.016 -0.010
H -0.002 -0.002 0.003
H -0.002 0.007 0.014
H -0.006 0.006 0.003
H -0.001 -0.001 -0.003
H -0.022 -0.021 0.002
H -0.001 0.006 -0.004
H -0.002 0.023 0.014
H -0.020 0.029 -0.007
H -0.004 0.028 0.022
C -0.041 0.050 0.019
N 0.004 0.136 0.122
C 0.123 -0.076 -0.099
C 0.001 -0.034 0.011
C -0.016 -0.022 -0.092
C -0.020 0.035 -0.037
C 0.009 0.121 0.185
N -0.304 -0.308 -0.218
C -0.007 -0.023 0.050
C -0.010 0.051 -0.177
C 0.034 0.056 0.028
C 0.012 -0.046 -0.039
C -0.013 0.028 0.012
C -0.007 -0.072 0.099
H 0.104 -0.001 -0.018
H -0.071 0.044 -0.077
H -0.029 -0.039 -0.046
H 0.016 -0.003 0.007
H 0.003 -0.005 -0.002
H -0.001 -0.026 -0.026
H -0.006 0.000 0.054
H 0.002 0.011 -0.017
H -0.025 -0.003 0.000
H 0.001 0.004 0.000
H -0.003 0.000 0.003
N 0.049 -0.002 -0.064
C 0.003 0.002 0.025
C 0.002 -0.004 0.000
C -0.004 -0.013 0.015
C 0.000 0.008 -0.008
C -0.001 -0.011 -0.010
C -0.019 -0.031 0.035
S 0.028 0.028 -0.016
N 0.014 -0.156 0.027
C -0.109 -0.005 -0.044
C 0.058 -0.036 0.053
C -0.037 0.045 -0.031
C 0.008 -0.027 0.011
C 0.009 -0.014 -0.009
C -0.029 0.062 -0.034
N -0.066 0.159 0.078
H 0.002 -0.001 0.021
H 0.004 0.006 -0.005
H 0.004 0.007 0.000
H -0.003 -0.001 -0.003
H -0.001 0.001 -0.003
H -0.018 0.007 0.003
H 0.004 -0.001 0.006
H 0.003 0.009 0.005
H 0.006 -0.030 0.003

> Which of these has the highest electronic energy?

C44H35N2O7P2Ti

> Which formula does entry 3 have?

C44H36GaN13OS

> Look up the electronic energy of the third one.

-130831.7828 eV

> The lowest F_max belongs to which entry?

C44H36GaN13OS